(1)
DFT (wB97M-V/def2-TZVPD) results for a 11-piece molecular cluster, C42H84O34S overall.

## Properties
Total energy ... -4606.63790 a.u.
Spin multiplicity ... 2
<S²> ... 0.76
Gap between HOMO and LUMO (alpha / beta) ... 10.04 / 3.26 eV
E_HOMO (alpha / beta) ... -11.879 / -11.879 eV
Charge ... +1

XYZ file:
```
161
Properties=species:S:1:pos:R:3:mulliken_charge:R:1
C 9.3070 1.0793 3.2046 -1.307
C 8.1127 1.3309 2.3317 -0.009
O 7.1865 0.3582 2.8289 -0.258
C 5.8474 0.4189 2.3847 0.618
O 5.4069 1.1469 1.4576 -0.499
O 5.0599 -0.3950 3.1410 -0.263
C 3.6769 -0.0080 3.2970 -0.550
H 9.6685 0.0574 3.3191 0.316
H 8.9296 1.2204 4.2174 0.320
H 10.2312 1.6376 3.0558 0.383
H 8.4188 1.0657 1.3197 0.221
H 7.7031 2.3401 2.3742 0.305
H 3.0870 -0.7669 2.7831 0.109
H 3.3309 0.9849 3.0097 0.277
H 3.4561 -0.0201 4.3643 0.370
C 0.7401 -1.4664 -5.3733 -0.515
C 1.2335 -0.0393 -5.3961 0.389
O 1.1008 0.4147 -6.6962 -0.371
C 2.0690 0.2887 -7.6630 0.769
O 3.2198 -0.1468 -7.5869 -0.512
O 1.5561 0.6448 -8.7901 -0.350
C 2.2089 0.3004 -10.0470 -0.665
H -0.2691 -1.4934 -5.7841 0.489
H 0.7894 -1.8550 -4.3561 -0.300
H 1.3989 -2.0428 -6.0229 0.216
H 2.2473 0.0570 -5.0075 0.183
H 0.6598 0.6756 -4.8062 -0.044
H 2.1029 -0.7767 -10.1762 0.310
H 3.2822 0.4740 -9.9688 0.306
H 1.7531 0.7701 -10.9186 0.242
C 3.4863 4.3221 0.9023 -0.797
C 3.9637 4.1509 -0.5194 0.326
O 2.8913 4.5460 -1.4067 -0.366
C 2.2164 3.5523 -2.0771 0.692
O 2.6449 2.4394 -2.2881 -0.443
O 0.9473 3.9797 -2.4549 -0.318
C 0.2182 3.1450 -3.3597 -0.388
H 4.3271 3.8892 1.4443 0.227
H 2.6107 3.7610 1.2289 0.045
H 3.4049 5.3722 1.1830 0.375
H 4.3764 3.1537 -0.6726 -0.299
H 4.8337 4.7673 -0.7455 0.411
H -0.8059 3.5052 -3.4580 0.346
H 0.1158 2.1815 -2.8605 -0.061
H 0.6952 3.0497 -4.3351 0.327
C 1.1923 -6.4989 1.6858 -1.403
C 0.4056 -5.2627 1.2672 0.467
O 0.3429 -5.0449 -0.2018 -0.326
C -0.5791 -4.2323 -0.7257 0.690
O -1.4225 -3.6370 -0.0547 -0.416
O -0.3690 -3.9923 -1.9773 -0.232
C -1.3140 -3.2720 -2.7455 -0.658
H 0.8067 -7.4773 1.3990 0.388
H 1.3219 -6.5190 2.7678 0.222
H 2.1197 -6.3859 1.1243 0.348
H 0.9258 -4.4043 1.6921 -0.024
H -0.5458 -5.5336 1.7251 0.200
H -2.2040 -3.8997 -2.7017 0.379
H -1.0017 -3.1251 -3.7794 0.093
H -1.5373 -2.3308 -2.2432 0.269
C -7.1642 6.8891 -3.0006 -1.020
C -5.7862 7.1679 -2.3790 -0.312
O -5.0898 5.9199 -2.2168 -0.337
C -4.6963 5.4972 -1.0353 0.839
O -4.7454 6.0501 0.0495 -0.622
O -4.2882 4.2868 -1.2265 -0.469
C -3.6992 3.5243 -0.2629 -0.264
H -7.6455 6.2204 -2.2869 0.262
H -7.1231 6.5032 -4.0192 0.277
H -7.7809 7.7872 -2.9654 0.373
H -5.7821 7.7489 -1.4567 0.378
H -5.2518 7.8111 -3.0782 0.289
H -3.5465 2.4727 -0.5057 -0.177
H -4.1858 3.5634 0.7116 0.332
H -2.7035 3.9471 -0.1283 0.482
C 2.9029 -4.8025 -2.8937 -1.138
C 3.7735 -3.9084 -3.8432 -0.403
O 3.9067 -2.5618 -3.2225 0.044
C 4.3009 -1.5288 -3.9330 0.857
O 4.4450 -1.5224 -5.1678 -0.249
O 4.6341 -0.4840 -3.2401 -0.335
C 4.7718 -0.3890 -1.8249 0.003
H 2.5953 -5.6850 -3.4546 0.510
H 2.0872 -4.2311 -2.4507 0.161
H 3.5363 -5.2551 -2.1309 0.267
H 3.1866 -3.8413 -4.7593 0.279
H 4.7746 -4.1013 -4.2287 0.488
H 5.0242 0.6061 -1.4587 0.044
H 5.5229 -1.0940 -1.4685 0.408
H 3.8641 -0.7065 -1.3116 -0.222
C -1.9379 -3.2035 4.1216 -0.381
C -0.6007 -2.7086 4.6547 0.128
O -0.6963 -1.5314 5.3579 -0.354
C -0.8952 -0.3383 4.7066 0.503
O -0.8677 -0.0792 3.5130 -0.148
O -1.1964 0.6885 5.6340 -0.387
C -1.5279 1.9593 5.0928 -0.378
H -2.4449 -2.6104 3.3605 -0.406
H -2.6028 -3.4350 4.9537 0.402
H -1.6944 -4.1430 3.6255 0.312
H -0.0044 -2.5487 3.7563 0.003
H -0.1312 -3.4444 5.3076 0.319
H -0.7228 2.6070 4.7458 0.268
H -1.9996 2.3651 5.9877 0.276
H -2.2647 2.0164 4.2916 0.049
C -7.3746 2.1924 -0.5705 -0.649
C -6.8135 1.0687 -1.4932 -0.446
O -6.4810 -0.0578 -0.6277 -0.328
C -5.2016 -0.3748 -0.3992 0.804
O -4.1902 0.2078 -0.8499 -0.588
O -5.1712 -1.5668 0.2151 -0.414
C -3.9022 -2.1716 0.6085 0.231
H -8.3137 1.8719 -0.1193 0.369
H -7.5622 3.0539 -1.2112 0.350
H -6.5617 2.5353 0.0696 -0.054
H -5.9677 1.4886 -2.0375 0.302
H -7.6834 0.8539 -2.1139 0.335
H -3.6509 -2.0356 1.6604 -0.392
H -3.0687 -1.8044 0.0097 0.092
H -4.0645 -3.2270 0.3898 0.273
C 3.6656 -6.7026 4.9139 -1.040
C 4.6497 -5.6153 4.3930 -0.229
O 4.6666 -5.4306 2.9701 -0.355
C 4.3967 -4.3190 2.4526 0.864
O 4.0239 -3.2803 2.9876 -0.556
O 4.6688 -4.4503 1.1318 -0.455
C 4.5426 -3.3391 0.2566 0.278
H 3.8224 -7.6363 4.3736 0.291
H 2.6423 -6.3440 4.8022 0.142
H 3.9043 -6.8729 5.9637 0.430
H 5.6457 -5.9479 4.6854 0.346
H 4.4949 -4.6728 4.9183 0.301
H 5.5459 -3.0171 -0.0225 0.375
H 4.0526 -2.5049 0.7587 -0.052
H 3.9416 -3.6756 -0.5882 -0.322
C -7.4511 5.2295 2.3130 -1.054
C -8.0184 3.9685 3.0989 -0.238
O -7.3834 2.7218 2.8330 -0.326
C -6.2132 2.3619 3.3736 0.756
O -5.5741 2.8568 4.3363 -0.639
O -5.8648 1.2002 2.8393 -0.281
C -4.7795 0.4379 3.3772 -0.617
H -8.0528 6.1193 2.4979 0.444
H -7.3162 5.1767 1.2326 0.163
H -6.4385 5.4179 2.6695 0.323
H -9.0484 3.9300 2.7444 0.267
H -8.0004 4.1248 4.1775 0.379
H -4.8841 0.3385 4.4576 0.519
H -3.7700 0.8325 3.2612 -0.036
H -4.8290 -0.5860 3.0067 0.237
C -0.9795 1.0026 0.3668 0.406
C 0.3890 1.4818 0.9951 -0.139
O 1.3804 0.7517 0.3114 0.906
S 0.8446 -0.7042 -0.2082 -0.788
O 1.1969 -1.7529 0.7425 -0.238
O 1.2017 -0.9150 -1.6353 -0.178
O -0.7707 -0.3510 -0.0064 -0.067
H -1.3515 1.5209 -0.5170 0.226
H -1.8178 0.9350 1.0602 -0.469
H 0.5211 1.1849 2.0355 0.056
H 0.5198 2.5577 0.8790 0.277
```

---

(2)
DFT (wB97M-V/def2-TZVPD) results for a 2-piece molecular cluster, H5N4O overall.

## Properties
Total energy ... -297.04599 a.u.
Spin multiplicity ... 3
<S²> ... 2.01
Energy relative to the best compared isomer or geometry (same formula, charge and spin) ... 34.81 kJ/mol
Gap between HOMO and LUMO (alpha / beta) ... 4.61 / 7.57 eV
E_HOMO (alpha / beta) ... 0.081 / -3.522 eV
Charge ... -1

XYZ file:
```
10
Properties=species:S:1:pos:R:3:mulliken_charge:R:1
N -0.8770 -0.8966 0.0092 -0.501
N 3.2116 1.1334 0.6190 -0.849
N -1.6486 0.0421 -0.8430 -0.468
N 2.1256 0.7103 0.3159 0.352
O 1.4110 0.0418 1.1515 -0.656
H 0.0307 -0.5712 0.5003 0.358
H -0.5671 -1.6444 -0.6167 0.203
H -1.1883 0.8979 -1.1861 0.200
H 3.5250 1.2042 1.5990 0.157
H -2.5278 0.2794 -0.2162 0.204
```

---

(3)
DFT (wB97M-V/def2-TZVPD) results for a 3-piece molecular cluster, C4H8O4 overall.

## Properties
Total energy ... -458.07803 a.u.
Energy relative to the best compared isomer or geometry (same formula, charge and spin) ... 407.28 kJ/mol
Gap between HOMO and LUMO ... 9.24 eV
E_HOMO ... -9.115 eV

XYZ file:
```
16
Properties=species:S:1:pos:R:3:mulliken_charge:R:1
C 0.5587 -1.5967 1.3007 0.125
O 0.9154 -2.5092 0.3911 -0.395
O -0.6226 -1.3160 1.5357 -0.564
H -1.2982 -0.2407 0.7385 0.375
H 0.1325 -2.8655 -0.0607 0.355
H 1.3809 -1.3680 1.9818 0.427
H 1.1083 0.1194 0.3063 0.102
C -1.5625 0.5849 -0.1841 0.270
C 0.7177 1.1425 0.0752 -0.461
C 0.9703 1.7310 -1.0971 -0.402
O -1.5417 -0.0497 -1.3854 -0.444
O -2.1968 1.5768 0.0017 -0.512
H -1.0414 -0.8717 -1.3262 0.319
H 0.4799 1.7270 0.9531 0.301
H 0.6918 2.7567 -1.2705 0.268
H 1.3078 1.1791 -1.9603 0.236
```

---

(4)
DFT (wB97M-V/def2-TZVPD) results for an isolated ion of composition CH2OPS and charge -1.

## Properties
Total energy ... -854.11307 a.u.
Energy relative to the best compared isomer or geometry (same formula, charge and spin) ... 17.95 kJ/mol
Gap between HOMO and LUMO ... 7.05 eV
E_HOMO ... -3.079 eV
Charge ... -1

XYZ file:
```
6
Properties=species:S:1:pos:R:3:mulliken_charge:R:1
C 0.9187 0.0933 0.2404 0.167
O 1.6482 0.8638 0.8417 -0.556
P -1.1201 0.3239 0.4593 -0.121
S 1.2857 -1.2197 -0.8089 -0.500
H -1.7072 -0.9249 0.0520 0.018
H -1.0253 0.8636 -0.7845 -0.009
```